1.
DFT (ωB97M-V with the def2-TZVPD basis set) results for a 3-piece molecular cluster, C21H33F9IN2O10S3 overall.

Geometry as ORCA input:
```
! RIJCOSX wB97M-V def2-TZVPD def2/J DEFGRID3
* xyz 1 1
C -1.0108 -0.5278 -5.2256
C -1.1890 0.0754 -3.6879
C -1.4203 -1.1279 -2.5670
O -1.8497 -0.5770 -1.2721
C -0.8032 0.2878 -0.6977
C -0.8618 0.4413 0.9336
C 0.1480 1.5004 1.7434
C 1.2707 2.5083 1.1036
C 2.7949 1.8502 1.0637
C 3.1303 1.3881 -0.5084
C 4.4234 0.3272 -0.5457
C 3.8910 -1.2579 -0.4788
F 2.9417 -1.2966 0.6667
F 3.1718 -1.4561 -1.7934
C 5.2220 -2.1916 -0.3098
F 5.8644 -2.2714 -1.6751
F 6.2741 -1.6297 0.5848
S 4.9267 -3.9528 0.2322
F 5.4862 -4.5109 -1.3009
F 3.3252 -4.0172 -0.3654
F 4.4578 -3.5289 1.8243
F 6.5762 -3.9789 0.8091
F 4.7572 -5.6075 0.6908
N -0.2006 1.3701 3.2082
C 0.2985 2.0606 4.4549
C 1.8800 2.4850 4.4421
O 2.9327 1.6657 4.4859
I 2.2821 4.6792 4.3598
C -1.3153 0.3549 3.3419
N -1.7322 -0.2081 1.9889
C -2.8551 -1.2309 1.7166
C -4.0954 -0.3387 1.0364
H -0.5698 0.2845 -5.9442
H -0.2618 -1.4470 -5.2550
H -2.0578 -0.8837 -5.6413
H -2.0676 0.8616 -3.7042
H -0.1459 0.5689 -3.4220
H -0.4058 -1.7401 -2.4264
H -2.2808 -1.8613 -2.9360
H -0.9850 1.3734 -1.1532
H 0.2660 -0.0827 -1.0030
H 1.2858 3.5418 1.6708
H 0.9802 2.7055 -0.0191
H 3.5669 2.7006 1.3470
H 2.9560 0.9845 1.8347
H 3.4442 2.4048 -1.0500
H 2.1961 0.9288 -1.0521
H 4.9903 0.4079 -1.5810
H 5.0821 0.6233 0.3817
H -0.4026 2.9708 4.7356
H 0.1736 1.2726 5.3431
H -1.8275 0.0502 4.3493
H -3.2772 -1.6477 2.7269
H -2.5013 -2.0659 0.9763
H -4.7232 -0.9761 0.2536
H -3.6203 0.5724 0.4302
H -4.7646 0.1560 1.8709
C -2.1192 1.9703 9.3601
C -0.9344 2.3592 8.4799
O -1.4114 2.2465 7.1410
S -3.0005 2.6132 7.1120
O -3.1372 3.9959 6.7115
O -3.7070 1.5325 6.4644
O -3.2681 2.5200 8.7175
H -2.2395 0.8830 9.4012
H -2.0256 2.3639 10.3758
H -0.0687 1.7114 8.6367
H -0.6438 3.4016 8.6482
C -3.2589 -2.6521 -9.5429
C -1.8320 -2.1862 -9.2661
O -1.9163 -0.7667 -9.1631
S -3.3696 -0.3660 -8.5404
O -3.2067 -0.1453 -7.1206
O -3.9944 0.5947 -9.4197
O -4.0951 -1.8107 -8.7505
H -3.5249 -2.5037 -10.5945
H -3.4099 -3.7012 -9.2749
H -1.1383 -2.4748 -10.0594
H -1.4700 -2.5733 -8.3078
*
```

* HOMO: -0.4355 Eh
* lowest unoccupied orbital energy: -3.9436 eV
* gap between HOMO and LUMO: 7.9066 eV

Atom charges from the Löwdin analysis, given in e for atoms 1 to 6: atom 1 (C): -0.140, atom 2 (C): -0.211, atom 3 (C): -0.194, atom 4 (O): -0.237, atom 5 (C): -0.141, atom 6 (C): 0.037



2.
DFT (ωB97M-V with the def2-TZVPD basis set) results for one molecule with the formula C21H33N3O2.

Geometry as ORCA input:
```
! RIJCOSX wB97M-V def2-TZVPD def2/J DEFGRID3
* xyz 0 1
C 0.2330 0.1197 7.4524
C -0.1230 -1.2194 6.8183
C 0.6547 -1.4594 5.5272
C 0.2964 -2.8041 4.8958
N 1.0130 -3.0068 3.6574
C 0.3632 -3.4214 2.5280
O -0.8488 -3.5352 2.4919
N 1.1576 -3.7364 1.4474
C 2.4731 -3.1855 1.2026
C 2.3692 -1.8745 0.4164
C 1.6538 -2.1267 -0.9137
C 1.5584 -0.8684 -1.7831
C 0.6383 0.2235 -1.2414
C 0.8010 1.5038 -2.0440
O 1.6548 1.6366 -2.9012
N -0.0552 2.5071 -1.7264
C -1.1216 2.3822 -0.7627
C -0.0250 3.7343 -2.5047
C -1.2565 3.8707 -3.3605
C -2.1229 4.9443 -3.2140
C -3.2599 5.0405 -3.9984
C -3.5450 4.0580 -4.9300
C -2.6862 2.9810 -5.0797
C -1.5482 2.8889 -4.3005
C 0.2912 -2.7646 -0.6336
C 0.4645 -4.0315 0.2054
H 1.2935 0.1599 7.6922
H -0.3314 0.2705 8.3694
H 0.0055 0.9367 6.7713
H -1.1927 -1.2476 6.6023
H 0.0933 -2.0246 7.5240
H 0.4350 -0.6627 4.8139
H 1.7273 -1.4323 5.7384
H 0.5139 -3.6161 5.6020
H -0.7665 -2.8387 4.6465
H 2.0073 -3.1327 3.7366
H 3.0165 -3.0239 2.1338
H 3.0328 -3.9219 0.6144
H 3.3671 -1.4704 0.2377
H 1.8088 -1.1570 1.0189
H 2.2551 -2.8536 -1.4750
H 2.5568 -0.4440 -1.9072
H 1.2068 -1.1507 -2.7775
H 0.8823 0.4441 -0.2000
H -0.4034 -0.0960 -1.2888
H -1.5423 3.3691 -0.5808
H -1.9247 1.7334 -1.1258
H -0.7512 1.9856 0.1833
H 0.0709 4.5897 -1.8275
H 0.8679 3.6752 -3.1342
H -1.9044 5.7151 -2.4875
H -3.9254 5.8830 -3.8790
H -4.4332 4.1315 -5.5400
H -2.9036 2.2138 -5.8083
H -0.8707 2.0557 -4.4184
H -0.2118 -3.0097 -1.5701
H -0.3405 -2.0758 -0.0711
H -0.5073 -4.4542 0.4615
H 1.0518 -4.7762 -0.3411
*
```

* HOMO: -0.3255 Eh
* ΔE to the lowest compared entry with this formula, charge and spin: 0.170 eV
* lowest unoccupied orbital energy: 0.6272 eV
* gap between HOMO and LUMO: 9.4849 eV

Atom charges from the Löwdin analysis, given in e for atoms 1 to 6: atom 1 (C): -0.120, atom 2 (C): -0.278, atom 3 (C): -0.214, atom 4 (C): -0.198, atom 5 (N): 0.066, atom 6 (C): -0.528



3.
DFT (ωB97M-V with the def2-TZVPD basis set) results for one molecule with the formula C21H33N3O3S.

Geometry as ORCA input:
```
! RIJCOSX wB97M-V def2-TZVPD def2/J DEFGRID3
* xyz 0 1
C 0.0643 -3.7057 1.2776
C 0.7293 -2.4140 0.8200
C 2.2618 -2.5370 0.8637
N 3.0144 -1.4002 0.3687
C 3.0018 -1.2749 -1.0841
C 4.0782 -2.1523 -1.7287
C 5.4771 -1.7151 -1.3167
C 2.7121 -0.1671 1.0672
C 3.8930 0.8164 1.0295
N 3.3933 2.1803 1.0669
S 2.8894 2.8016 -0.4154
O 3.5518 2.1276 -1.4987
O 3.0254 4.2257 -0.3064
C 1.1557 2.3878 -0.4390
C 0.6396 1.5990 -1.4483
C -0.7027 1.2482 -1.4513
C -1.5013 1.7222 -0.4208
C -0.9720 2.5372 0.5872
C 0.3611 2.8765 0.5870
C -2.0473 2.9066 1.5645
C -3.3115 2.2784 0.9531
N -2.8619 1.5123 -0.2076
C -3.6720 0.7218 -0.9768
O -3.2551 0.1031 -1.9327
C -5.1176 0.6545 -0.5300
C -5.3920 -0.2807 0.6720
C -6.4220 -1.0490 -0.1694
C -6.0107 -0.2387 -1.4068
H 0.3607 -3.9480 2.2962
H -1.0188 -3.6104 1.2478
H 0.3527 -4.5328 0.6327
H 0.4068 -2.1820 -0.1969
H 0.4092 -1.5911 1.4627
H 2.5625 -3.4089 0.2792
H 2.5725 -2.7121 1.8994
H 2.0192 -1.5393 -1.5030
H 3.2021 -0.2363 -1.3504
H 3.9741 -2.0834 -2.8133
H 3.9261 -3.1953 -1.4449
H 5.6654 -0.6968 -1.6491
H 6.2288 -2.3668 -1.7565
H 5.5681 -1.7522 -0.2344
H 1.8334 0.3468 0.6475
H 2.4870 -0.4100 2.1080
H 4.5500 0.6537 1.8843
H 4.4709 0.6551 0.1145
H 4.0393 2.8391 1.4743
H 1.3038 1.2589 -2.2264
H -1.1180 0.6285 -2.2275
H 0.8015 3.4995 1.3480
H -2.1387 3.9879 1.6667
H -1.8300 2.4955 2.5519
H -4.0170 3.0518 0.6318
H -3.8190 1.6210 1.6611
H -5.5143 1.6608 -0.3903
H -5.7896 0.2053 1.5614
H -4.5270 -0.8813 0.9486
H -6.2570 -2.1214 -0.2385
H -7.4486 -0.8704 0.1434
H -6.8156 0.2745 -1.9270
H -5.4227 -0.8045 -2.1262
*
```

* HOMO: -0.2985 Eh
* ΔE to the lowest compared entry with this formula, charge and spin: 1.857 eV
* lowest unoccupied orbital energy: 0.4565 eV
* gap between HOMO and LUMO: 8.5790 eV

Atom charges from the Löwdin analysis, given in e for atoms 1 to 6: atom 1 (C): -0.113, atom 2 (C): -0.248, atom 3 (C): -0.208, atom 4 (N): -0.174, atom 5 (C): -0.208, atom 6 (C): -0.231



4.
DFT (ωB97M-V with the def2-TZVPD basis set) results for one molecule with the formula C21H33N3O3S.

Geometry as ORCA input:
```
! RIJCOSX wB97M-V def2-TZVPD def2/J DEFGRID3
* xyz 0 1
C -1.8691 -2.7802 0.0753
S -3.4213 -2.9884 0.9881
C -3.5416 -1.3235 1.7546
C -3.5875 -0.2524 0.7356
C -4.5265 0.0851 -0.2016
C -3.9876 1.1660 -0.9272
C -2.7580 1.4327 -0.3777
C -1.7645 2.4134 -0.8534
O -1.8245 2.8069 -2.0100
N -0.8231 2.8748 0.0075
C -0.6115 2.4647 1.3728
C 0.5073 1.4286 1.4369
C 1.8105 1.9760 0.8278
N 2.7591 0.8721 0.7800
C 3.8006 0.8864 -0.2233
C 4.5829 -0.4359 -0.1265
C 3.7388 -1.4742 0.6162
C 2.3432 -1.7063 0.0224
O 1.3827 -2.0012 0.7075
N 2.2748 -1.6703 -1.3239
C 1.0694 -1.9897 -2.0661
C 1.4384 -2.8145 -3.2946
C 0.3076 -0.7229 -2.4540
C 3.5885 -1.0046 2.0663
C 3.3374 0.5109 2.0611
C 1.5169 2.5542 -0.5618
C 0.3437 3.5375 -0.5306
O -2.5162 0.5568 0.6292
H -1.6627 -3.7379 -0.3917
H -2.0038 -2.0175 -0.6869
H -1.0618 -2.5148 0.7532
H -4.4560 -1.3566 2.3450
H -2.6752 -1.1905 2.4027
H -5.4735 -0.3909 -0.3519
H -4.4339 1.6936 -1.7442
H -1.5288 2.0740 1.8074
H -0.3189 3.3566 1.9412
H 0.6629 1.1363 2.4745
H 0.2217 0.5329 0.8842
H 2.1899 2.8000 1.4659
H 4.4951 1.7393 -0.0965
H 3.3415 0.9704 -1.2085
H 5.5007 -0.2892 0.4468
H 4.8853 -0.7779 -1.1179
H 4.2416 -2.4481 0.5946
H 3.0735 -1.3856 -1.8641
H 0.4492 -2.5851 -1.3885
H 2.0497 -2.2274 -3.9779
H 0.5394 -3.1241 -3.8199
H 1.9931 -3.7037 -3.0042
H 0.0215 -0.1723 -1.5617
H 0.9214 -0.0813 -3.0837
H -0.5947 -0.9774 -3.0034
H 2.7376 -1.5249 2.5054
H 4.4818 -1.2417 2.6449
H 4.2814 1.0597 2.2283
H 2.6606 0.7796 2.8699
H 1.2551 1.7403 -1.2381
H 2.3954 3.0696 -0.9524
H 0.1055 3.8751 -1.5405
H 0.5810 4.4042 0.0945
*
```

* HOMO: -0.3029 Eh
* ΔE to the lowest compared entry with this formula, charge and spin: 0.478 eV
* lowest unoccupied orbital energy: 0.6798 eV
* gap between HOMO and LUMO: 8.9210 eV

Atom charges from the Löwdin analysis, given in e for atoms 1 to 6: atom 1 (C): -0.409, atom 2 (S): 0.806, atom 3 (C): -0.396, atom 4 (C): -0.348, atom 5 (C): -0.004, atom 6 (C): 0.024